Molecular formula: C50H108N10O16
Method: DFT, the ωB97M-V functional and the def2-TZVPD basis

The net charge is 0. The frontier orbital gap is 8.87 eV. The highest occupied orbital energy comes out at -9.07 eV.

Geometry (Å):
C 5.6693 -3.0667 1.6721
O 4.4674 -3.1705 1.9449
N 6.5946 -2.6665 2.5384
C 7.9245 -2.3006 2.0667
C 6.1214 -2.0335 3.7766
H 6.1602 -3.0486 0.6867
H 7.9333 -1.2779 1.6899
H 8.3498 -2.9952 1.3422
H 8.6333 -2.2377 2.8924
H 5.0388 -2.0614 3.9005
H 6.4685 -2.5789 4.6542
H 6.4016 -0.9804 3.7998
C 0.8954 0.7756 4.3525
O 0.0547 0.6858 3.4805
N 1.7001 -0.1858 4.6935
C 2.6769 -0.0562 5.7848
C 1.8134 -1.4504 3.9842
H 1.0422 1.6345 5.0255
H 3.6907 0.0413 5.3964
H 2.6507 -0.9196 6.4495
H 2.4199 0.8314 6.3630
H 2.7757 -1.4915 3.4741
H 1.7448 -2.3071 4.6546
H 1.0465 -1.6401 3.2332
C 5.3396 3.8842 2.4711
O 5.5901 4.5924 3.4721
N 4.6617 2.7209 2.4807
C 4.4327 1.9155 1.2611
C 4.1665 2.1068 3.7070
H 5.7080 4.0307 1.4440
H 4.7221 0.8962 1.5169
H 5.0361 2.2878 0.4332
H 3.4301 1.9653 0.8364
H 3.0864 1.9638 3.6772
H 4.6906 1.1598 3.8363
H 4.3730 2.6987 4.5986
C -3.6450 3.9388 0.4509
O -4.7435 4.2312 -0.0701
N -3.3681 2.7600 1.0897
C -2.2208 2.5738 1.9373
C -4.3625 1.7679 1.2607
H -2.7540 4.5783 0.3542
H -1.4540 3.3351 1.7933
H -1.7946 1.5858 1.7632
H -2.5186 2.5670 2.9857
H -3.9410 0.8233 0.9170
H -4.6508 1.6293 2.3027
H -5.1927 2.0103 0.5972
C -1.3460 1.7209 -4.8592
O -2.3687 1.9751 -5.5198
N -0.0652 2.0773 -5.1823
C 1.0559 1.6379 -4.3040
C 0.1879 2.8073 -6.4390
H -1.3076 0.9918 -4.0351
H 1.7625 2.4619 -4.2048
H 1.6916 0.8065 -4.6088
H 0.7545 1.4405 -3.2753
H 0.7506 3.6873 -6.1273
H 0.8642 2.2073 -7.0478
H -0.6102 3.2561 -7.0303
C -0.8696 -2.2591 8.4555
O -1.5067 -2.2008 9.4911
N -1.3017 -2.8128 7.3191
C -0.3630 -3.2056 6.2991
C -2.5648 -3.5377 7.2434
H 0.1452 -1.8539 8.3201
H 0.0187 -4.1974 6.5416
H 0.5343 -2.5888 6.2504
H -0.8258 -3.2708 5.3144
H -3.0465 -3.4745 6.2676
H -2.4940 -4.5986 7.4833
H -3.2939 -3.1434 7.9513
C 5.5484 -2.9647 -2.8521
O 6.3809 -2.8751 -3.7525
N 4.8997 -1.8638 -2.4309
C 3.9338 -1.9742 -1.3417
C 5.0810 -0.5225 -2.9862
H 5.3225 -3.8512 -2.2395
H 3.9712 -2.9868 -0.9399
H 2.9308 -1.9143 -1.7642
H 4.0480 -1.3233 -0.4750
H 5.6300 -0.5238 -3.9278
H 4.2021 0.1038 -3.1391
H 5.7016 -0.0032 -2.2559
C -0.1138 -4.2361 -5.6691
O -0.4051 -3.8656 -6.8281
N -0.3098 -3.4918 -4.5579
C 0.1046 -4.0240 -3.2688
C -1.0019 -2.1941 -4.4721
H 0.3449 -5.2251 -5.5153
H 0.8801 -4.7820 -3.3791
H -0.7950 -4.4409 -2.8158
H 0.5053 -3.2925 -2.5671
H -1.8564 -2.1131 -3.8003
H -0.2697 -1.4247 -4.2270
H -1.3657 -1.8574 -5.4428
C 1.7439 -5.8707 0.3058
O 2.5800 -5.2783 -0.3359
N 0.6460 -5.2413 0.8051
C -0.3261 -6.0672 1.4508
C 0.1628 -3.8676 0.6776
H 1.8830 -6.9169 0.6192
H -1.2602 -5.9480 0.9019
H -0.5873 -5.9980 2.5067
H -0.1070 -7.1337 1.3986
H 0.9241 -3.2526 0.1978
H -0.7171 -3.7022 0.0559
H 0.0543 -3.4209 1.6660
C -5.3002 1.9570 -2.5611
C -4.0804 1.0721 -2.3801
O -3.0150 1.5605 -2.1357
C -4.2062 -0.4318 -2.4926
H -5.8992 1.7164 -1.6828
H -5.8670 1.6902 -3.4531
H -4.9441 2.9721 -2.3858
H -3.2782 -0.8977 -2.1614
H -4.2207 -0.6648 -3.5573
H -5.0167 -0.9629 -1.9936
C 1.0845 0.2529 0.2723
C 0.0545 -0.5525 -0.5410
O 0.3691 -0.9907 -1.6299
C -1.3435 -0.7446 0.0816
H 2.0579 0.0859 -0.1889
H 1.0599 0.0552 1.3440
H 0.7869 1.2530 -0.0428
H -1.1685 -1.0507 1.1130
H -1.8982 -1.5366 -0.4216
H -1.9826 0.1379 0.0542
C 1.3127 4.3667 1.7991
C 1.1534 4.6097 0.3043
O 1.7866 3.7800 -0.4177
C 0.4382 5.8759 -0.2657
H 1.8133 3.4299 2.0440
H 0.4129 4.4413 2.4098
H 1.9394 5.1534 2.2194
H 1.0026 6.1963 -1.1414
H 0.4607 6.6391 0.5121
H -0.5168 5.5404 -0.6701
C -4.7102 -3.7903 -5.0325
C -5.4728 -3.5684 -3.7941
O -6.6394 -3.1840 -3.8482
C -4.7737 -3.8810 -2.4461
H -3.8973 -3.0682 -5.1091
H -5.4099 -3.5976 -5.8458
H -4.3596 -4.8200 -5.1019
H -5.4036 -4.6683 -2.0319
H -4.6049 -3.0316 -1.7842
H -3.8481 -4.4005 -2.6941
C 1.7450 5.3283 -3.8070
C 2.8714 6.3063 -3.3691
O 2.8186 7.5085 -3.7466
C 4.0507 5.7763 -2.5770
H 2.0243 4.8701 -4.7558
H 0.8761 5.9761 -3.9233
H 1.4475 4.5401 -3.1155
H 4.6752 6.5938 -2.2169
H 4.6435 5.2348 -3.3143
H 3.7038 5.1291 -1.7715
C -1.9575 6.8590 -4.7896
C -1.9019 6.3709 -3.3375
O -1.8712 7.1453 -2.4201
C -2.0572 4.8789 -3.0256
H -1.5988 7.8868 -4.8447
H -2.9096 6.9298 -5.3156
H -1.2896 6.2444 -5.3932
H -1.0912 4.4038 -2.8547
H -2.4706 4.3389 -3.8774
H -2.7426 4.5923 -2.2279
C -5.2715 -1.1252 4.4205
C -4.0599 -0.2856 4.0504
O -3.9388 0.8648 4.4322
C -2.9717 -0.9413 3.2583
H -6.1166 -0.7566 3.8391
H -5.3555 -1.2593 5.4990
H -5.0641 -2.1066 3.9939
H -2.1099 -0.2933 3.0988
H -3.4006 -1.2811 2.3156
H -2.6454 -1.7901 3.8592
C -7.4516 -3.2222 -0.1887
C -6.6096 -2.5012 0.7585
N -5.9122 -1.9626 1.4502
H -8.3643 -3.6365 0.2395
H -6.8807 -4.0838 -0.5349
H -7.7187 -2.5811 -1.0288

Atomic forces in eV per Å
-1.557 0.945 -0.142
1.398 -0.280 -0.830
0.281 0.624 1.481
0.327 0.518 0.541
0.011 -0.431 0.413
-0.729 -0.936 -0.555
-0.128 0.055 -0.473
-0.382 0.023 -0.038
-0.173 -0.429 0.235
0.025 -0.210 -0.706
0.498 0.256 0.024
0.376 -0.022 0.089
-1.360 0.928 0.164
-0.308 0.492 -0.574
2.283 -2.712 1.207
-0.518 0.420 -0.305
0.007 -0.322 -0.529
-0.322 0.429 -0.263
0.010 -0.019 -0.008
-0.166 -0.054 -0.078
0.165 -0.015 0.042
0.109 -0.129 -0.051
0.234 0.187 0.233
-0.130 0.637 0.088
0.730 0.719 1.873
-0.656 -1.453 -2.378
-0.962 -0.609 -0.053
0.517 0.636 0.287
0.264 0.368 0.063
0.149 0.765 0.122
-0.116 -0.145 -0.335
0.420 -0.027 0.215
-0.362 -0.046 0.608
0.036 -0.191 -0.236
-0.208 -0.252 -0.022
0.215 0.318 -0.339
-1.693 -0.528 -0.803
2.241 -0.611 0.991
0.217 1.747 -0.212
0.360 -0.107 0.243
-0.677 -0.743 -0.662
-0.117 0.149 0.184
-0.120 -0.016 -0.199
0.220 0.080 -0.130
-0.032 0.125 0.134
-0.043 -0.327 0.012
-0.219 0.286 -0.086
-0.177 -0.014 0.366
-0.449 -0.712 -1.645
1.800 -0.094 1.373
-1.123 -0.407 0.098
0.154 1.148 -0.238
1.697 0.547 0.992
-0.519 0.390 0.394
-0.054 0.259 -0.112
-0.544 -0.344 -0.655
-0.574 -0.083 -0.211
0.373 0.148 -0.181
-0.212 -0.003 -0.282
-0.622 -0.979 0.554
-0.341 0.180 1.015
0.402 0.150 -0.362
-0.925 -0.741 -1.456
0.644 -0.556 0.046
-0.768 0.181 0.608
0.117 0.155 0.273
0.007 -0.374 -0.159
-0.361 0.408 0.136
-0.066 0.276 0.060
0.414 0.240 -0.228
0.465 -0.144 0.024
0.308 0.238 0.105
1.515 1.542 -1.044
-0.550 -1.070 0.521
-1.584 0.746 0.991
-0.464 -1.190 -0.504
1.166 -0.114 0.163
0.008 -0.145 -0.327
0.137 -0.095 0.086
-0.224 0.511 0.240
0.321 0.432 -0.329
-0.012 -0.422 0.130
-0.531 -0.659 0.229
0.131 0.408 -0.055
-0.854 1.505 -2.734
0.394 -0.747 2.281
-0.061 0.335 0.935
-0.282 -0.364 0.127
0.729 0.431 -1.493
0.046 0.191 0.347
-0.215 -0.134 -0.106
0.104 -0.355 0.458
-0.072 0.405 -0.416
0.221 -0.624 0.394
-0.012 -0.056 0.514
-0.002 -0.559 -0.262
0.664 1.925 -0.012
0.394 -0.212 -0.568
-1.323 -0.686 1.185
-1.435 -1.547 -0.237
1.984 0.563 -0.532
-0.432 0.019 -0.059
-0.328 -0.079 0.092
0.526 1.128 0.280
0.417 -0.008 -0.473
0.301 -0.182 -0.082
-0.314 -0.652 0.197
-0.402 -0.199 0.109
0.747 -0.835 0.918
-1.220 -0.151 -0.134
1.279 0.366 0.359
0.678 -0.530 -0.321
-0.464 -0.011 0.001
0.089 0.448 -0.030
-0.404 0.108 -0.685
0.125 0.221 0.247
-0.432 -0.010 -0.236
-0.346 0.596 -0.096
-0.756 -0.654 -1.293
0.160 -0.018 0.323
-0.474 0.018 0.278
0.758 -0.448 -0.270
0.024 -0.145 0.213
-0.144 0.407 -0.115
0.150 0.568 0.755
-0.210 0.172 0.148
0.185 -0.047 -0.165
0.359 0.251 -0.002
-0.313 0.576 0.396
2.295 -2.014 -1.397
-2.139 2.508 1.245
1.383 -1.882 0.390
-0.149 -0.070 -0.479
-0.316 -0.008 -0.299
0.212 0.280 -0.165
0.102 0.110 0.116
-0.658 0.039 -0.270
-0.366 0.466 0.470
-0.329 0.085 -0.918
-1.500 0.852 1.131
1.416 -0.422 0.569
-0.284 -0.817 -1.412
0.304 -0.233 0.052
0.201 -0.076 -0.142
0.328 0.097 0.041
-0.074 0.263 0.545
-0.231 -0.192 -0.097
0.322 0.326 0.242
0.220 1.048 0.425
-0.408 2.726 -1.009
0.093 -3.698 1.194
-0.446 0.494 -0.470
-0.017 0.122 -0.071
-0.038 -0.101 -0.424
0.551 0.020 0.281
-0.212 -0.001 0.069
0.105 -0.436 0.163
0.162 -0.152 -0.088
0.990 0.308 -0.029
-1.781 -0.661 -0.031
0.511 0.677 0.374
-0.066 -0.520 -1.215
0.278 -0.026 0.311
-0.371 -0.690 0.558
-0.057 -0.112 -0.163
0.187 0.095 0.177
0.107 0.059 -0.351
0.199 0.724 0.382
1.119 -0.732 -1.010
0.157 1.099 0.967
-0.260 -0.454 -0.129
0.029 -0.020 0.007
-0.269 0.164 0.680
-0.428 0.566 -0.098
-0.264 -0.222 0.102
-0.231 0.131 0.066
0.098 -0.277 -0.031
0.051 -0.364 -0.193
-0.037 -0.355 -0.117
-2.555 -1.862 -2.328
2.390 1.864 2.238
0.066 0.332 0.301
-0.032 0.162 -0.220
0.127 -0.110 -0.036